Computed, not measured: 12 unconnected molecules or ions with the total composition C42H72O34 at a distorted geometry, with the ωB97M-V functional and the def2-TZVPD basis.

Last column: Mulliken charge in e.
Element x y z (Å)
C: 7.729 -2.008 -0.476  -0.52
C: 6.707 -2.370 -1.292  -0.90
C: 5.359 -2.257 -0.802  -0.49
C: 5.119 -1.642 0.421  1.60
C: 6.211 -1.167 1.215  -1.07
C: 7.501 -1.402 0.728  0.68
O: 8.515 -0.957 1.465  -0.56
O: 4.367 -2.643 -1.636  -0.69
H: 8.780 -2.163 -0.785  0.22
H: 6.897 -2.787 -2.252  0.53
H: 4.130 -1.545 0.756  0.18
H: 6.013 -0.809 2.227  0.42
H: 9.353 -1.387 1.270  0.30
H: 3.539 -2.796 -1.137  0.38
C: 3.262 -2.463 4.238  -0.11
C: 3.598 -3.043 5.420  -1.09
C: 4.366 -2.398 6.423  0.58
C: 4.886 -1.128 6.156  -0.86
C: 4.513 -0.555 4.967  -0.23
C: 3.635 -1.144 4.087  -0.84
O: 3.303 -0.478 2.965  0.44
O: 4.674 -3.047 7.671  -0.58
H: 2.723 -3.020 3.517  1.29
H: 3.105 -3.982 5.632  0.30
H: 5.478 -0.577 6.841  0.49
H: 4.888 0.422 4.705  0.54
H: 3.929 0.227 2.723  -0.18
H: 4.015 -3.718 7.855  0.30
C: 1.891 2.736 2.975  -0.23
O: 2.752 3.680 2.309  -0.37
C: 3.999 3.326 1.984  0.76
O: 4.399 2.212 2.082  -0.55
O: 4.645 4.373 1.545  -0.38
C: 5.957 4.181 1.069  -0.59
H: 0.854 3.020 2.806  0.20
H: 2.034 2.763 4.039  0.40
H: 2.089 1.667 2.732  -0.14
H: 6.411 3.401 1.644  0.26
H: 6.543 5.099 1.270  0.26
H: 5.959 3.919 0.026  0.23
C: -4.095 5.536 1.410  -0.48
O: -5.021 4.945 0.465  -0.35
C: -4.509 4.667 -0.752  1.09
O: -5.195 4.361 -1.669  -0.58
O: -3.225 4.891 -0.776  -0.37
C: -2.484 4.636 -1.999  -0.44
H: -3.529 6.353 0.912  0.29
H: -3.385 4.784 1.791  0.05
H: -4.761 5.910 2.163  0.30
H: -3.180 4.390 -2.788  0.36
H: -1.746 3.868 -1.834  -0.06
H: -2.168 5.663 -2.306  0.33
C: 2.368 3.599 -1.366  0.11
O: 3.866 3.774 -1.414  -0.44
C: 4.598 2.697 -1.773  0.73
O: 5.755 2.853 -1.838  -0.62
O: 3.902 1.693 -2.124  -0.13
C: 4.713 0.509 -2.393  -0.97
H: 2.320 2.847 -0.614  -0.12
H: 1.989 3.164 -2.313  -0.01
H: 1.992 4.597 -1.100  0.27
H: 5.419 0.822 -3.173  0.56
H: 4.080 -0.335 -2.670  0.25
H: 5.239 0.183 -1.494  0.23
C: -5.378 -1.547 0.880  0.20
O: -6.586 -0.765 0.989  -0.42
C: -6.582 0.428 0.270  0.51
O: -5.733 0.840 -0.522  -0.18
O: -7.700 1.071 0.595  -0.41
C: -7.931 2.312 -0.058  -0.36
H: -5.410 -2.246 1.722  0.19
H: -4.533 -0.896 0.833  -0.07
H: -5.437 -2.115 -0.051  -0.02
H: -7.110 2.990 0.225  0.10
H: -8.814 2.627 0.473  0.25
H: -8.047 2.273 -1.171  0.23
C: 0.062 -1.388 3.448  -1.28
O: -0.830 -0.896 2.421  0.04
C: -1.187 0.418 2.488  0.56
O: -0.544 1.195 3.144  -0.70
O: -2.164 0.650 1.642  0.07
C: -2.460 2.076 1.644  -1.13
H: 1.071 -1.141 3.161  0.32
H: -0.180 -2.412 3.562  0.39
H: -0.198 -0.891 4.380  0.52
H: -2.749 2.333 2.643  0.73
H: -3.243 2.257 0.890  -0.01
H: -1.614 2.689 1.362  0.35
C: -2.411 1.037 -1.832  1.56
O: -1.347 -0.018 -1.701  -0.19
C: -0.226 0.441 -1.143  1.18
O: -0.050 1.582 -0.771  -0.53
O: 0.576 -0.585 -0.888  -0.52
C: 1.686 -0.318 -0.105  2.39
H: -1.790 1.854 -2.266  -0.36
H: -2.666 1.312 -0.788  -0.84
H: -3.143 0.716 -2.535  -0.69
H: 2.543 -0.063 -0.746  -0.48
H: 2.010 -1.290 0.269  -1.60
H: 1.459 0.528 0.587  0.24
C: -2.453 4.301 -6.607  -0.56
O: -1.446 3.370 -6.547  -0.40
C: -1.204 2.751 -5.402  0.61
O: -1.797 2.939 -4.340  -0.26
O: -0.140 1.942 -5.574  -0.39
C: 0.299 1.251 -4.383  0.19
H: -3.302 3.882 -6.036  0.22
H: -2.672 4.617 -7.634  0.20
H: -2.083 5.218 -6.187  0.29
H: 0.998 0.443 -4.561  0.33
H: -0.558 0.884 -3.864  -0.24
H: 0.773 1.969 -3.710  0.03
C: 3.863 -5.248 2.300  -0.70
O: 3.627 -4.349 1.156  -0.20
C: 2.413 -4.157 0.695  1.00
O: 2.172 -3.609 -0.347  -0.66
O: 1.477 -4.616 1.538  -0.44
C: 0.076 -4.266 1.040  -0.59
H: 4.874 -5.627 2.175  0.33
H: 3.146 -6.039 2.467  0.33
H: 3.927 -4.591 3.180  0.22
H: -0.070 -4.629 0.019  0.36
H: 0.016 -3.162 1.109  0.04
H: -0.601 -4.798 1.697  0.34
C: -4.461 -6.059 1.809  -0.66
O: -3.373 -5.434 1.215  -0.25
C: -3.688 -4.732 0.070  0.78
O: -4.783 -4.453 -0.264  -0.57
O: -2.581 -4.265 -0.412  -0.28
C: -2.680 -3.312 -1.525  -0.60
H: -5.089 -6.591 1.099  0.30
H: -5.070 -5.226 2.234  0.25
H: -4.015 -6.812 2.515  0.19
H: -2.904 -2.291 -1.216  0.06
H: -3.334 -3.562 -2.333  0.43
H: -1.672 -3.354 -1.987  0.32
C: -5.536 0.850 -3.930  -0.63
O: -5.737 -0.593 -3.825  -0.36
C: -4.702 -1.411 -3.963  0.93
O: -3.563 -1.017 -3.998  -0.60
O: -5.022 -2.687 -3.820  -0.32
C: -6.528 -2.966 -3.730  -0.62
H: -6.471 1.196 -4.398  0.33
H: -4.591 1.152 -4.438  0.36
H: -5.535 1.296 -2.938  0.08
H: -6.515 -4.062 -3.830  0.28
H: -7.065 -2.515 -4.579  0.30
H: -6.835 -2.634 -2.721  0.21

relative energy (zero: lowest compared OMol25 entry of this formula, charge and spin): 1.8 kcal/mol
total charge: 0
Kohn-Sham gap: 7.97 eV
HOMO: -0.2763 Eh